Record 1
A structure of composition NO15S3Sr3 at a distorted geometry. Source: the OMol25 dataset; level of theory: ωB97M-V/def2-TZVPD.

Geometry as XYZ:
```
22
Properties=species:S:1:pos:R:3:lowdin_charge:R:1
Sr 2.01899 1.52367 -1.83914 1.727
Sr -0.25899 0.78171 2.68631 1.714
Sr 0.25061 -3.36688 -2.75912 1.751
N 0.83722 -1.26881 -0.09616 -0.592
O 1.15102 -0.95046 -1.22664 -0.187
O 0.45019 -0.35263 0.63347 -0.145
O 0.83516 -2.44421 0.25473 0.009
S -2.26488 -1.75621 2.39928 0.076
O -2.68652 -0.66169 3.30867 -0.516
O -2.14352 -1.10664 1.07685 -0.442
O -0.99614 -2.18348 2.96553 -0.462
O -3.15849 -2.87060 2.43267 -0.386
S 2.08532 2.93701 1.58815 0.070
O 3.20437 2.33420 2.25432 -0.385
O 1.86739 2.14179 0.46320 -0.558
O 1.02525 2.70236 2.53272 -0.589
O 2.30066 4.38773 1.52966 -0.363
S -0.94368 -0.00253 -3.66993 0.247
O -1.95530 0.68704 -2.83145 -0.354
O 0.46255 0.64924 -3.40511 -0.669
O -0.98361 -1.35931 -3.19934 -0.581
O -1.09759 0.17870 -5.09866 -0.366
```

Calculated values
* total charge: -1
* LUMO: -1.4 eV
* highest occupied orbital energy: -3.837 eV



Record 2
The molecule C5H9NO2 at a distorted geometry. Source: the OMol25 dataset; level of theory: ωB97M-V/def2-TZVPD.

Geometry as XYZ:
```
17
Properties=species:S:1:pos:R:3:lowdin_charge:R:1
O 0.17147 -1.49828 -2.51546 0.102
C 0.27197 -0.48721 -1.86965 -0.491
O 0.31013 0.71075 -2.45109 0.102
C 0.65175 -0.51136 -0.38257 -0.214
C 0.75215 0.86378 0.35318 -0.126
C -0.40450 0.90000 1.32860 -0.174
C -1.18755 -0.42782 1.21111 -0.191
N -0.43992 -1.27071 0.27005 -0.010
H 0.38482 0.70534 -3.41734 0.135
H 1.61803 -1.00317 -0.36602 0.147
H 0.60369 1.56536 -0.45965 0.094
H 1.69602 0.95707 0.87784 0.109
H -0.03360 0.86629 2.36588 0.101
H -0.86712 1.88655 1.26484 0.106
H -2.21767 -0.24952 0.91480 0.098
H -1.22553 -0.88888 2.19900 0.104
H -0.08415 -2.11821 0.67647 0.106
```

Calculated values
* SMILES: O=C(O)[C@H]1CCCN1
* LUMO: 0.7 eV
* highest occupied orbital energy: -8.920 eV



Record 3
The molecule C3H6O at a distorted geometry. Source: the OMol25 dataset; level of theory: ωB97M-V/def2-TZVPD.

Geometry as XYZ:
```
10
Properties=species:S:1:pos:R:3:lowdin_charge:R:1
C -1.41129 0.21910 0.57475 -0.169
C -0.09901 -0.47566 0.75033 -0.281
C 1.07784 -0.08695 -0.27154 -0.231
O 0.71555 0.43157 -1.31680 0.018
H -1.16083 1.33959 0.91714 0.122
H -1.80811 0.12569 -0.44222 0.061
H -2.24287 -0.25993 1.25720 0.102
H -0.16817 -1.63481 0.50849 0.132
H 0.14756 -0.54952 1.90434 0.127
H 2.10282 -0.41247 0.06822 0.120
```

Calculated values
* SMILES: CCC=O
* LUMO: 0.9 eV
* highest occupied orbital energy: -9.874 eV



Record 4
The molecule C3H2N4O at a distorted geometry. Source: the OMol25 dataset; level of theory: ωB97M-V/def2-TZVPD.

Geometry as XYZ:
```
10
Properties=species:S:1:pos:R:3:lowdin_charge:R:1
O -2.32190 -0.46809 0.75207 0.068
C -1.24391 -0.23485 0.15111 -0.495
N -0.41203 -1.21515 -0.50653 0.158
C 0.80165 -1.38044 -0.13744 -0.121
N 1.45674 -0.34896 0.68339 0.054
N 1.11193 0.83461 0.57713 0.039
C 0.15199 1.42817 -0.24702 -0.173
N -1.15135 1.12984 -0.30881 0.163
H 1.26098 -2.35816 -0.55094 0.147
H 0.34591 2.61303 -0.41295 0.160
```

Calculated values
* SMILES: O=c1ncnncn1
* LUMO: -1.9 eV
* highest occupied orbital energy: -9.968 eV



Record 5
A cluster of 2 separate species, C3H7NO2 in total at a distorted geometry. Source: the OMol25 dataset; level of theory: ωB97M-V/def2-TZVPD.

Geometry as XYZ:
```
13
Properties=species:S:1:pos:R:3:lowdin_charge:R:1
C -0.70757 -1.51829 0.24061 -0.059
C -0.59782 -0.45061 1.26272 -0.384
O 0.43764 -0.13326 1.80838 0.011
H 0.21223 -1.77116 -0.30009 0.098
H -1.55487 -1.42162 -0.44685 0.089
H -0.88654 -2.23031 1.06721 0.104
H -1.58033 -0.06711 1.58490 0.134
N 1.12944 1.70689 -1.49777 0.136
C 0.14296 1.04802 -0.85513 -0.429
O -1.03502 1.02304 -1.16735 0.018
H 1.96143 1.86587 -0.94944 0.103
H 0.84159 2.40904 -2.15713 0.103
H 0.55890 0.53192 0.00801 0.077
```

Calculated values
* SMILES: CC=O.NC=O
* LUMO: 1.0 eV
* highest occupied orbital energy: -9.855 eV



Record 6
The molecule C6H9N. Source: the OMol25 dataset; level of theory: ωB97M-V/def2-TZVPD.

Geometry as XYZ:
```
16
Properties=species:S:1:pos:R:3:lowdin_charge:R:1
C 2.53001 -0.35769 -0.13953 -0.039
C 1.08192 -0.01270 -0.03304 -0.311
C -0.00220 -0.74404 0.22937 -0.017
C -1.16882 0.20324 0.34743 -0.410
C -2.52498 -0.24963 -0.18499 -0.082
C -0.65746 1.57680 -0.05922 -0.007
N 0.64669 1.34532 -0.17835 0.009
H 3.10989 0.12609 0.65623 0.083
H 2.67062 -1.43683 -0.04562 0.080
H 2.95247 -0.03721 -1.09883 0.081
H -0.02701 -1.81682 0.38275 0.114
H -3.25455 0.55933 -0.08510 0.072
H -2.88765 -1.11297 0.38579 0.073
H -2.47492 -0.54113 -1.23961 0.077
H -1.30215 0.40930 1.42872 0.149
H 1.30813 2.08892 -0.36602 0.128
```

Calculated values
* LUMO: 0.9 eV
* highest occupied orbital energy: -8.278 eV



Energy above the lowest of the compared OMol25 structures with the same formula, charge and spin across the listed records, respectively: 0.0 88.3 124.5 240.5 172.0 215.0 kJ/mol.